one | Molecular formula: C6H11NO
Method: DFT, the ωB97M-V functional and the def2-TZVPD basis

Output
- HOMO-LUMO gap: 7.540 eV
- Highest occupied orbital energy: -6.66 eV

Geometry as ORCA input:
```
! wB97M-V def2-TZVPD RIJCOSX def2/J DEFGRID3
* xyz 0 1
C 1.21 -0.06 0.69
C -0.92 -1.88 -0.51
C -0.98 2.23 0.02
C -0.88 -0.60 0.27
N 2.28 -0.98 0.73
C 0.66 0.32 -0.53
C -0.48 1.11 -0.82
O -1.52 -0.28 1.24
H 0.91 0.40 1.62
H 3.07 -0.76 0.14
H 2.57 -1.23 1.66
H 1.04 -0.26 -1.37
H -0.83 1.04 -1.84
H -0.01 -2.45 -0.32
H -1.78 -2.46 -0.16
H -1.02 -1.71 -1.58
H -0.23 2.58 0.74
H -1.84 1.91 0.62
H -1.27 3.08 -0.59
*
```

Löwdin population analysis, charges in e, atoms 1 to 5: -0.22, -0.01, -0.10, -0.37, 0.04

=====

two | Molecular formula: C6H11NO
Method: DFT, the ωB97M-V functional and the def2-TZVPD basis

Output
- HOMO-LUMO gap: 8.206 eV
- Structure (SMILES): C=CC(C)=O.C=CN
- Highest occupied orbital energy: -7.52 eV

Geometry as ORCA input:
```
! wB97M-V def2-TZVPD RIJCOSX def2/J DEFGRID3
* xyz 0 1
C 0.70 1.44 -0.89
C -0.65 1.22 -0.98
C 0.86 -1.84 -0.15
C 0.48 -0.74 0.82
N 1.29 2.23 0.05
C -0.95 -0.23 0.79
C -1.96 -1.11 0.54
O 1.29 -0.25 1.59
H 1.39 0.98 -1.59
H 0.69 2.50 0.82
H 2.20 1.95 0.37
H -1.35 1.94 -0.58
H -1.01 0.68 -1.85
H -1.08 0.51 1.57
H 0.41 -1.67 -1.13
H 1.95 -1.86 -0.26
H 0.52 -2.80 0.23
H -2.98 -0.80 0.37
H -1.80 -2.15 0.27
*
```

Löwdin population analysis, charges in e, atoms 1 to 5: -0.28, -0.06, -0.02, -0.48, 0.07

=====

three | Molecular formula: C6H11NO
Method: DFT, the ωB97M-V functional and the def2-TZVPD basis

Output
- HOMO-LUMO gap: 8.306 eV
- Highest occupied orbital energy: -8.13 eV

Geometry as ORCA input:
```
! wB97M-V def2-TZVPD RIJCOSX def2/J DEFGRID3
* xyz 0 1
C -1.17 0.43 -0.97
C 0.55 -1.57 0.70
C 0.29 1.08 1.05
C 1.98 -0.96 -0.64
C 0.15 0.31 -0.24
N -2.37 0.81 -0.25
C 1.31 0.13 -1.09
O 2.78 -1.81 -0.81
H -2.64 0.13 0.45
H -2.28 1.71 0.20
H -1.35 -0.53 -1.47
H -0.99 1.14 -1.79
H 1.51 0.68 -2.00
H 1.20 -1.58 1.57
H 0.50 -2.51 0.16
H -0.47 -1.40 1.07
H 1.26 0.92 1.51
H 0.22 2.15 0.78
H -0.50 0.87 1.77
*
```

Löwdin population analysis, charges in e, atoms 1 to 5: -0.24, -0.01, -0.07, -0.32, -0.31

=====

Relative energies with respect to the most stable structure, expressed in kcal/mol: one 16.7; two 0.0; three 34.6.

=====

one | Molecular formula: CH2O4S2
Method: DFT, the ωB97M-V functional and the def2-TZVPD basis

Output
- HOMO-LUMO gap: 10.959 eV
- Highest occupied orbital energy: -10.37 eV

Geometry as ORCA input:
```
! wB97M-V def2-TZVPD RIJCOSX def2/J DEFGRID3
* xyz 0 1
C -0.19 0.62 -0.14
O -3.39 0.41 0.08
O -1.96 -1.58 0.19
O -1.25 0.34 -1.21
O -1.04 0.74 0.89
S 1.00 -0.71 -0.04
S -2.13 -0.19 -0.01
H 0.20 1.64 -0.25
H 0.13 -1.77 -0.34
*
```

Löwdin population analysis, charges in e, atoms 1 to 5: -0.76, -0.18, -0.24, -0.18, -0.16

=====

two | Molecular formula: CH2O4S2
Method: DFT, the ωB97M-V functional and the def2-TZVPD basis

Output
- HOMO-LUMO gap: 8.911 eV
- Highest occupied orbital energy: -10.05 eV

Geometry as ORCA input:
```
! wB97M-V def2-TZVPD RIJCOSX def2/J DEFGRID3
* xyz 0 1
C 1.03 -1.26 0.65
O -0.84 -0.34 -0.86
O -4.36 -1.11 -0.37
O 1.89 -2.01 1.00
O -3.12 0.48 1.11
S -3.15 -0.78 0.40
S 0.63 -0.92 -1.01
H 0.18 -0.94 1.36
H -0.91 0.50 -1.31
*
```

Löwdin population analysis, charges in e, atoms 1 to 5: -0.60, -0.57, -0.43, -0.01, -0.42

=====

Relative energies with respect to the most stable structure, expressed in kcal/mol: one 9.5; two 0.0.

=====

one | Molecular formula: C2H6P2S
Method: DFT, the ωB97M-V functional and the def2-TZVPD basis

Output
- HOMO-LUMO gap: 7.587 eV
- Highest occupied orbital energy: -8.15 eV

Geometry as ORCA input:
```
! wB97M-V def2-TZVPD RIJCOSX def2/J DEFGRID3
* xyz 0 1
C 1.78 0.87 -2.18
C -1.81 0.37 2.28
P -0.06 0.88 -1.90
P -0.09 0.20 0.01
S -2.11 0.13 0.42
H 1.92 0.89 -3.19
H 2.31 1.67 -1.61
H 2.12 -0.12 -1.78
H -0.88 0.87 2.36
H -1.71 -0.60 2.55
H -2.69 0.79 2.86
*
```

Löwdin population analysis, charges in e, atoms 1 to 5: -0.49, -0.44, 0.45, 0.19, 0.30

=====

two | Molecular formula: C2H6P2S
Method: DFT, the ωB97M-V functional and the def2-TZVPD basis

Output
- HOMO-LUMO gap: 9.488 eV
- Structure (SMILES): P[C@@H]1S[C@H]1P
- Highest occupied orbital energy: -8.63 eV

Geometry as ORCA input:
```
! wB97M-V def2-TZVPD RIJCOSX def2/J DEFGRID3
* xyz 0 1
C 0.40 0.58 -0.41
C -0.59 0.13 0.54
P 2.29 0.00 -0.18
P -2.30 -0.13 -0.17
S 0.04 1.87 0.65
H 0.12 0.82 -1.47
H -0.28 -0.37 1.37
H 2.08 -1.35 -0.08
H 2.34 0.26 1.14
H -2.52 -1.51 0.05
H -1.60 -0.29 -1.45
*
```

Löwdin population analysis, charges in e, atoms 1 to 5: -1.01, -0.85, 0.79, 0.79, 0.72

=====

Relative energies with respect to the most stable structure, expressed in kcal/mol: one 0.0; two 35.0.